1.
2 unconnected molecules or ions with the total composition C3H11N2O, computed with ωB97M-V/def2-TZVPD.

Cartesian coordinates (Å):
C: -1.98 1.08 -1.07
C: 0.19 2.12 -1.28
N: -0.57 1.23 -0.77
H: -2.51 0.69 -0.20
H: -2.11 0.38 -1.89
H: -2.41 2.04 -1.34
H: -0.25 2.95 -1.82
H: 1.26 2.01 -1.15
H: -0.04 0.56 -0.14
N: 0.99 -2.61 0.92
C: 0.28 -1.42 1.22
O: 1.01 -0.16 0.87
H: 1.11 -2.72 -0.08
H: 1.91 -2.66 1.34
H: -0.62 -1.32 0.63
H: 0.04 -1.38 2.28
H: 1.89 -0.27 1.25

## Properties
**HOMO-LUMO gap**: 9.09 eV
**Charge**: +1
**Molar mass**: 91.1 u

2.
5 unconnected molecules or ions with the total composition C22H38BF12NO9P, computed with ωB97M-V/def2-TZVPD.

Cartesian coordinates (Å):
C: 6.38 3.00 1.48
C: 5.26 2.41 0.42
C: 5.12 0.80 0.69
C: 3.84 0.37 1.63
N: 2.49 0.70 1.05
B: 1.60 1.47 2.02
O: 1.33 0.70 3.29
P: -0.14 1.79 1.25
C: -0.26 1.17 -0.55
C: -0.63 3.64 1.37
H: 6.19 2.52 2.54
H: 7.46 2.60 1.14
H: 6.42 4.18 1.48
H: 4.25 3.01 0.41
H: 5.74 2.55 -0.66
H: 4.99 0.26 -0.36
H: 6.13 0.43 1.18
H: 3.89 -0.82 1.71
H: 3.98 0.75 2.75
H: 1.95 -0.20 0.87
H: 2.09 2.49 2.40
H: 0.88 1.33 3.95
H: -0.47 2.06 -1.31
H: -1.12 0.38 -0.63
H: 0.75 0.68 -0.95
H: -0.92 4.11 0.34
H: 0.34 4.22 1.74
H: -1.45 3.77 2.21
C: -6.09 1.51 5.05
C: -4.64 1.31 4.62
O: -4.53 1.33 3.19
C: -4.53 2.56 2.60
O: -4.63 3.62 3.23
C: -4.35 2.44 1.09
F: -5.16 1.49 0.54
F: -3.07 2.10 0.75
F: -4.63 3.60 0.43
H: -6.73 0.77 4.57
H: -6.19 1.42 6.13
H: -6.46 2.49 4.75
H: -4.30 0.33 4.96
H: -3.98 2.06 5.08
C: -6.51 1.27 -2.08
C: -7.27 0.19 -2.82
O: -8.69 0.36 -2.65
C: -9.28 1.32 -3.43
O: -8.67 2.02 -4.23
C: -10.78 1.36 -3.18
F: -11.10 1.36 -1.85
F: -11.43 0.29 -3.72
F: -11.38 2.47 -3.70
H: -6.80 1.28 -1.02
H: -5.43 1.09 -2.15
H: -6.72 2.26 -2.48
H: -7.02 -0.79 -2.41
H: -7.01 0.17 -3.89
C: 6.11 -3.08 -4.35
C: 5.35 -2.15 -5.28
O: 4.08 -1.80 -4.70
C: 4.10 -0.82 -3.74
O: 5.12 -0.26 -3.36
C: 2.69 -0.52 -3.25
F: 1.96 -1.64 -2.98
F: 1.97 0.18 -4.18
F: 2.67 0.23 -2.11
H: 5.51 -3.96 -4.11
H: 7.05 -3.41 -4.82
H: 6.36 -2.59 -3.41
H: 5.14 -2.67 -6.22
H: 5.92 -1.26 -5.52
C: 2.01 -3.30 1.34
C: 3.36 -3.57 1.98
O: 3.61 -4.98 2.08
C: 4.03 -5.60 0.94
O: 4.19 -5.02 -0.14
C: 4.30 -7.08 1.19
F: 3.30 -7.69 1.90
F: 5.44 -7.27 1.91
F: 4.45 -7.80 0.05
H: 1.22 -3.83 1.89
H: 1.79 -2.23 1.33
H: 1.98 -3.67 0.31
H: 3.37 -3.17 3.00
H: 4.17 -3.07 1.43

## Properties
**HOMO-LUMO gap**: 5.05 eV
**Charge**: -1
**Molar mass**: 730.3 u

LUMO for every record listed, in sequence, given in Eh: -0.1708; 0.0730.